No. 1
A single C7H10N2O2 molecule at a distorted geometry. Source: OMol25; level of theory: ωB97M-V/def2-TZVPD.

gap between HOMO and LUMO	11.1679	eV

Structure (ORCA input):
```
! wB97M-V def2-TZVPD RIJCOSX def2/J DEFGRID3
* xyz 0 1
O 0.6057 -1.8557 0.0591
O -0.5080 -3.6451 -0.7221
N -1.4302 1.7932 -2.1838
N -1.2943 -1.4720 -0.9139
C -0.4190 -2.4551 -0.5733
C -1.1587 0.9248 -1.4566
C 0.5218 -0.4497 -0.2048
C -1.7955 0.1743 0.7528
C 1.3283 -0.2547 -1.5523
C -0.9291 -0.1586 -0.5284
C 0.9457 0.3825 0.8710
H 0.5919 1.3703 0.7436
H -1.3812 1.0763 1.2336
H 2.0038 0.6031 -1.3401
H 1.9500 -1.0951 -1.8548
H 0.6065 0.1004 1.9082
H -2.7514 0.4304 0.4959
H 0.6362 0.0677 -2.4275
H 2.0324 0.5540 0.9157
H -1.7399 -0.5309 1.4901
H -2.2798 -1.6974 -0.7795
*
```

No. 2
A single C7H10N2O2 molecule at a distorted geometry. Source: OMol25; level of theory: ωB97M-V/def2-TZVPD.

gap between HOMO and LUMO	8.9393	eV

Structure (ORCA input):
```
! wB97M-V def2-TZVPD RIJCOSX def2/J DEFGRID3
* xyz 0 1
O 0.4112 -1.8774 -0.3312
O -1.7000 0.1608 -0.6558
N 2.1617 1.0097 0.3150
N 1.8390 -0.2484 0.0728
C -2.3597 -0.5021 0.4590
C 2.8910 -1.1978 0.1933
C 0.0080 1.6796 -0.2321
C 1.2895 1.9499 0.1390
C -0.4596 0.3833 -0.3733
C 0.5740 -0.6577 -0.1865
C -3.8695 -0.1495 0.3382
H 2.6815 -1.9238 1.0819
H -3.9749 0.9730 0.2944
H 3.1082 -1.8609 -0.6901
H -1.8382 -0.0404 1.2706
H -0.5846 2.5059 -0.5418
H -2.2509 -1.5702 0.4595
H -4.2891 -0.4623 -0.6519
H -4.4312 -0.5894 1.2089
H 3.7737 -0.5651 0.3954
H 1.6679 2.9018 0.3299
*
```

No. 3
3 unconnected molecules or ions with the total composition C7H10N2O2 at a distorted geometry. Source: OMol25; level of theory: ωB97M-V/def2-TZVPD.

gap between HOMO and LUMO	8.7550	eV

Structure (ORCA input):
```
! wB97M-V def2-TZVPD RIJCOSX def2/J DEFGRID3
* xyz 0 1
O -0.6940 -2.2048 -1.8556
O -2.7682 -2.0087 -0.9716
N 5.3706 -1.1899 1.1408
N -2.4656 1.4041 0.1142
C -0.5377 1.0025 -0.9324
C 0.0170 -1.1876 0.9345
C -1.1466 -0.6483 0.7681
C -1.0442 2.2700 -1.3866
C -1.7055 -2.0401 -1.3714
C -1.4454 0.4887 -0.0554
C -2.2571 2.4490 -0.7096
H 5.4392 -1.6866 2.0918
H -1.9526 -1.0124 1.5013
H 4.5360 -0.5137 1.1942
H -2.7920 3.4368 -0.6910
H 0.4337 0.6211 -1.3741
H 0.0048 -1.9938 1.6551
H -3.3765 1.2141 0.7174
H 0.7589 -0.8236 0.2022
H -0.6386 3.0456 -2.0561
H 6.2637 -0.6224 1.0841
*
```

No. 4
2 unconnected molecules or ions with the total composition C7H10N2O2S at a distorted geometry. Source: OMol25; level of theory: ωB97M-V/def2-TZVPD.

gap between HOMO and LUMO (spin up / spin down)	6.8525 / 7.2324	eV

Structure (ORCA input):
```
! wB97M-V def2-TZVPD RIJCOSX def2/J DEFGRID3
* xyz 0 1
S 1.0930 -1.9104 -0.4796
O 0.0979 1.6009 1.2211
O 0.8965 -4.0573 2.6201
N 0.9863 -2.8687 0.6670
N -1.1032 1.2378 0.7020
C 1.1257 1.6537 -2.2421
C 0.9799 1.8147 0.3074
C -0.9249 1.1556 -0.5847
C 0.4515 1.5164 -0.8981
C 0.6593 -3.0907 1.9775
C -2.0394 0.7404 -1.5627
C -0.2177 -1.9278 2.5314
H 0.5904 2.1987 -2.9968
H -1.0231 -1.9053 1.7385
H 0.4046 -1.0106 2.4060
H -0.5236 -2.1199 3.4899
H -2.6075 0.0961 -0.9249
H 1.9411 2.4095 -1.8663
H -1.4118 0.3634 -2.5127
H 1.4431 0.6525 -2.6760
H -2.7754 1.5582 -1.6109
H 1.9573 1.8930 0.6939
*
```

No. 5
A single C7H10N2O2S molecule at a distorted geometry. Source: OMol25; level of theory: ωB97M-V/def2-TZVPD.

gap between HOMO and LUMO	10.2598	eV

Structure (ORCA input):
```
! wB97M-V def2-TZVPD RIJCOSX def2/J DEFGRID3
* xyz 0 1
S -1.5263 0.6566 0.5342
O -1.7232 1.7855 -0.3498
O -0.8214 0.8883 1.7803
N 2.5482 1.5248 -0.7829
N -0.6988 -0.5777 -0.2169
C 1.3077 1.0889 -0.9025
C -3.0964 -0.0098 1.0962
C 3.4404 0.7670 -0.0281
C 1.7542 -0.8840 0.5676
C 3.0900 -0.3869 0.6855
C -1.3107 -1.0358 -1.4381
C 0.9591 -0.0885 -0.1934
H -0.4304 -0.8518 -2.2028
H -2.8943 -0.5232 2.0982
H -3.2992 -0.7800 0.2690
H 0.5670 1.7418 -1.4183
H -1.4779 -2.0465 -1.2311
H 4.4221 1.2323 -0.0637
H -2.2528 -0.5693 -1.7880
H 3.8772 -0.8885 1.3198
H 1.3061 -1.8396 1.0374
H -3.7403 0.7966 1.2275
*
```

No. 6
2 unconnected molecules or ions with the total composition C7H10N2O3 at a distorted geometry. Source: OMol25; level of theory: ωB97M-V/def2-TZVPD.

gap between HOMO and LUMO	8.7370	eV

Structure (ORCA input):
```
! wB97M-V def2-TZVPD RIJCOSX def2/J DEFGRID3
* xyz 0 1
O -2.5718 1.0419 0.7091
O 0.1705 -2.7892 -0.2139
O -2.0274 -1.7595 1.2170
N -0.0645 1.8359 2.1359
N 2.2370 -1.4732 1.4811
C -0.3534 -1.5667 -0.3857
C 2.0051 -0.4580 0.9210
C -2.0042 0.2189 -0.2067
C 1.6010 0.7158 0.6240
C 2.0144 1.6079 -0.5482
C -1.3893 -1.0172 0.2434
C 0.7652 1.2803 1.5674
H 1.9762 0.9668 -1.5699
H 1.1787 2.2630 -0.6364
H -2.8985 -1.4039 1.3723
H 1.6309 -2.2382 1.3898
H -0.3268 -3.0864 0.6453
H -1.7587 1.2768 1.2265
H -1.3158 0.8293 -0.7320
H -2.7102 -0.1542 -0.9011
H 2.9012 2.0865 -0.4138
H 0.1857 -0.9363 -1.1522
*
```

No. 7
A single C7H10N2O4 molecule at a distorted geometry. Source: OMol25; level of theory: ωB97M-V/def2-TZVPD.

gap between HOMO and LUMO (spin up / spin down)	5.0625 / 7.1221	eV

Structure (ORCA input):
```
! wB97M-V def2-TZVPD RIJCOSX def2/J DEFGRID3
* xyz 0 3
O 2.4995 -1.5969 0.9869
O 1.1406 -1.5250 -0.7766
O -0.1024 1.4803 1.3826
O -1.3805 0.1788 -1.6310
N -0.5008 2.3437 -0.5867
N 2.0396 -0.8341 0.1059
C -0.9482 -2.0166 -1.4750
C -0.4380 1.1603 0.1517
C -0.7529 0.0154 -0.4204
C -1.4601 -1.0326 -2.2064
C 2.1613 0.4688 -0.0618
C -0.2831 -1.3902 -0.3082
C -0.3602 0.4843 2.4839
H -0.2668 -2.0187 0.6663
H -0.5191 3.0584 0.0690
H -0.2913 -0.4954 2.0974
H -1.8289 -1.0729 -3.2699
H -1.2552 2.3167 -1.1791
H 1.5772 0.9680 -0.8677
H 0.3948 0.6697 3.2555
H -0.7845 -3.0002 -1.8518
H -1.4016 0.7552 2.7548
H 2.7606 1.0831 0.6809
*
```

No. 8
A gas-phase ion, C7H10N3 (charge +1) at a distorted geometry. Source: OMol25; level of theory: ωB97M-V/def2-TZVPD.

gap between HOMO and LUMO	10.1030	eV

Structure (ORCA input):
```
! wB97M-V def2-TZVPD RIJCOSX def2/J DEFGRID3
* xyz 1 1
N 1.3328 0.3822 -1.1294
N 0.9311 -0.2197 1.5826
N -0.5562 -0.0881 -0.0972
C -0.5282 -0.8745 3.4766
C -0.8625 0.2095 -1.4080
C -0.3544 -0.4923 2.0706
C 0.5569 0.7591 -3.4675
C -1.2740 -0.3282 1.0868
C 0.2983 0.4411 -2.0035
C 0.7774 0.0886 0.0459
H 0.4166 -1.1575 3.9496
H -1.7828 0.1144 -1.9908
H -2.2680 -0.2098 1.1816
H 2.2074 0.5932 -1.4631
H 0.7022 1.7732 -3.7538
H -0.4467 0.4828 -3.9180
H -1.1079 -0.0431 3.9773
H 1.6727 -0.0041 2.1997
H -1.1378 -1.6720 3.4811
H 1.4233 0.2452 -3.8207
*
```

No. 9
2 unconnected molecules or ions with the total composition C7H10N3O2 at a distorted geometry. Source: OMol25; level of theory: ωB97M-V/def2-TZVPD.

gap between HOMO and LUMO (spin up / spin down)	9.1893 / 2.9207	eV

Structure (ORCA input):
```
! wB97M-V def2-TZVPD RIJCOSX def2/J DEFGRID3
* xyz 1 1
O -0.3775 -0.3997 -1.9435
O -0.1297 1.2309 0.7223
N -1.7811 1.1352 -3.0952
N -1.4723 2.0303 -2.2582
N -1.1503 -0.9800 -4.0650
C -1.0403 -0.2307 -2.9299
C 1.6772 -0.9201 3.6916
C 0.9945 -1.5312 2.6550
C 0.3218 -0.7702 1.7220
C 1.2785 1.3260 2.7045
C 0.4992 0.6577 1.7051
C 1.7335 0.5048 3.7804
H 1.1868 -2.6364 2.6077
H -0.6424 0.5600 0.2941
H -0.0821 -1.2430 0.8042
H -1.6704 2.9216 -2.4348
H 1.5741 2.4070 2.5400
H -2.3145 1.2205 -3.9763
H 2.2191 1.0534 4.6474
H -1.5015 -0.6903 -5.0181
H 2.3515 -1.4905 4.3721
H -0.6767 -1.9117 -4.0589
*
```

No. 10
A gas-phase ion, C7H10N3O2S (charge +1) at a distorted geometry. Source: OMol25; level of theory: ωB97M-V/def2-TZVPD.

gap between HOMO and LUMO (spin up / spin down)	7.2870 / 7.2862	eV

Structure (ORCA input):
```
! wB97M-V def2-TZVPD RIJCOSX def2/J DEFGRID3
* xyz 1 1
S 1.2992 0.1284 0.7476
O 1.0089 -1.0032 1.5652
O 1.3965 -0.1474 -0.6420
N -0.5896 1.9894 -0.0374
N -0.8857 1.7021 -2.3940
N -1.2915 -0.7855 -0.0418
C -1.2005 0.6577 -3.2513
C -0.0468 1.3537 0.9162
C -1.3481 -0.5362 -2.5510
C -1.1344 -0.2288 -1.0976
C -0.8888 1.3114 -1.1715
C -1.4234 -2.1770 0.2240
C 2.6483 1.1131 1.3562
H -0.9944 2.9652 0.0578
H 2.6449 2.0052 0.6582
H -1.4652 0.8983 -4.2343
H -1.3218 -1.5049 -2.9423
H 3.5741 0.5314 1.2120
H -1.1023 -2.2915 1.1980
H 2.4020 1.4032 2.4006
H -0.8555 -2.5602 -0.6193
H -2.5608 -2.4292 0.0097
H -0.1076 1.8027 2.0120
*
```

No. 11
A molecular structure, C7H10N3O3S at a distorted geometry. Source: OMol25; level of theory: ωB97M-V/def2-TZVPD.

gap between HOMO and LUMO (spin up / spin down)	6.7127 / 6.7132	eV

Structure (ORCA input):
```
! wB97M-V def2-TZVPD RIJCOSX def2/J DEFGRID3
* xyz -1 1
S -2.9809 0.4416 0.0186
O -3.4883 -0.0964 -1.2233
O -3.5440 -0.0956 1.2392
O -2.7455 1.8743 0.0392
N 3.9126 -0.3798 0.2088
N -0.9553 -0.4334 0.0052
N -0.9911 -1.7227 -0.0479
C 2.7607 0.1510 0.0836
C 0.2457 1.6289 -0.2143
C 2.6650 1.5820 0.3077
C -2.2062 -2.4277 0.2147
C 1.5267 2.2666 0.1725
C 1.5204 -0.6041 -0.3332
C 0.2633 0.1378 -0.0389
H 0.0514 1.8907 -1.2667
H -2.5686 -2.2674 1.2354
H 3.9216 -1.3822 0.0220
H 1.4839 -1.5892 0.1443
H 1.6025 -0.7902 -1.4206
H 3.5903 2.0706 0.5771
H -1.9660 -3.4871 0.0887
H 1.5032 3.3386 0.3221
H -3.0090 -2.1601 -0.4763
H -0.5924 2.0537 0.3423
*
```

No. 12
A gas-phase ion, C7H10N3S (charge +1) at a distorted geometry. Source: OMol25; level of theory: ωB97M-V/def2-TZVPD.

gap between HOMO and LUMO	8.3245	eV

Structure (ORCA input):
```
! wB97M-V def2-TZVPD RIJCOSX def2/J DEFGRID3
* xyz 1 1
S 3.0075 -0.7399 -0.7369
N -0.4142 -1.2934 1.0521
N -1.6278 -1.2296 1.0187
N -1.0812 -0.5605 -1.1665
C 3.0058 1.4424 0.7772
C 0.4939 -1.2300 0.0696
C 3.6983 0.7180 -0.1417
C -3.1320 0.5711 -0.0336
C 1.5926 -0.3741 0.2263
C 1.8333 0.7266 1.0518
C -2.2193 -0.7386 -0.3070
H -2.5811 1.6183 -0.1400
H -0.6935 0.3698 -1.2556
H -4.0096 0.6582 -0.6538
H -3.4271 0.4151 1.0177
H -2.8046 -1.5891 -0.6771
H 4.6894 0.9149 -0.6649
H 0.6629 -2.2788 -0.3261
H -1.3370 -0.8419 -2.1725
H 3.3634 2.3171 1.4512
H 0.9802 1.1243 1.6112
*
```